No. 1
A 3-piece molecular cluster, C6H19NO2S overall, computed with ωB97M-V with the def2-TZVPD basis set.

Total charge ... 0
Highest occupied orbital energy ... -8.441 eV
Gap between HOMO and LUMO ... 8.7338 eV
E_LUMO ... 0.293 eV

Atoms and positions in Å:
C1 0.2024 1.0356 2.1055
C2 1.6348 1.0896 1.8176
S1 2.4840 0.5581 3.3910
C3 -0.5493 1.3590 0.8272
N1 -1.1901 0.1159 0.3116
C4 -1.8656 0.4026 -1.0355
C5 -1.8841 -0.9321 -1.7754
C6 -1.0186 -0.8853 -3.1204
H1 -0.0082 0.0606 2.4939
H2 -0.1770 1.5553 2.9853
H3 2.1665 2.0470 1.6233
H4 1.9554 0.3191 1.0439
H5 2.3440 -0.7194 3.3082
H6 0.1225 1.8482 0.0274
H7 -1.2971 2.1720 1.0174
H8 -0.5081 -0.6251 0.2715
H9 -2.9668 0.6268 -0.6730
H10 -1.2820 1.2027 -1.5432
H11 -2.9101 -1.0842 -2.1940
H12 -1.5423 -1.7791 -1.0812
H13 -0.0651 -0.6233 -2.8057
H14 -1.4716 -0.5081 -3.8833
H15 -0.7467 -1.9371 -3.5353
H16 0.3453 -3.4289 1.2544
H17 0.5061 -2.8382 2.5298
O1 0.8101 -2.5256 1.6123
H18 2.6121 0.6543 -1.2008
H19 2.2146 1.4285 -2.3596
O2 2.0848 1.4110 -1.4128

---

No. 2
C6H19NaO9PS as an isolated structure, computed with ωB97M-V with the def2-TZVPD basis set.

Total charge ... -1
Highest occupied orbital energy ... -2.327 eV
Gap between HOMO and LUMO ... 4.4473 eV
E_LUMO ... 2.120 eV

Atoms and positions in Å:
Na1 0.9329 0.0523 -2.3212
O1 0.0828 -1.0684 -4.3215
H1 -0.7852 -1.0185 -3.8945
O2 0.8497 2.0507 -3.6688
H2 0.4778 2.8090 -3.1967
O3 -1.4257 0.2547 -0.9354
S1 -1.9305 -0.8165 -0.1685
O4 -2.3875 -0.6157 1.1765
O5 -3.0875 -1.4958 -1.0130
C1 -3.7965 -2.6129 -0.4587
C2 -5.2513 -2.4743 -0.8330
C3 -0.7026 -2.0939 -0.1102
H3 -3.7200 -2.6147 0.6338
H4 -3.2993 -3.5307 -0.7756
H5 -5.7723 -3.4342 -0.7491
H6 -5.2731 -2.3088 -1.9128
H7 -5.8371 -1.7556 -0.2703
H8 -0.6113 -2.7147 -0.9962
H9 -0.9451 -2.7690 0.7139
H10 0.1785 -1.5425 0.2235
C4 0.0892 1.5284 2.4905
O6 1.1860 2.1681 1.8130
P1 2.1742 1.3318 0.9272
O7 1.5385 0.5734 -0.1478
O8 3.1153 2.4597 0.3927
C5 3.7321 2.4764 -0.8912
O9 3.0566 0.4632 1.9376
C6 3.9072 1.1648 2.8371
H11 -0.5166 1.0894 1.6975
H12 -0.5220 2.3160 2.9191
H13 0.4001 0.7667 3.2020
H14 3.1457 3.0941 -1.5678
H15 3.8053 1.4812 -1.3321
H16 4.7613 2.8313 -0.8367
H17 3.3207 1.4275 3.7228
H18 4.4400 2.0698 2.5491
H19 4.6699 0.4580 3.1648

---

No. 3
C6H19O11Sr as an isolated structure, computed with ωB97M-V with the def2-TZVPD basis set.

Total charge ... -1
Highest occupied orbital energy ... -3.170 eV
Gap between HOMO and LUMO ... 4.4296 eV
E_LUMO ... 1.259 eV

Atoms and positions in Å:
Sr1 -22.3492 25.9410 26.7433
C1 -19.9112 22.1702 27.3347
C2 -20.9610 23.3045 27.2790
O1 -21.0052 24.0901 28.2105
O2 -21.7534 23.4706 26.3175
H1 -20.4512 21.2250 27.2791
H2 -19.4474 22.2491 28.3179
H3 -19.1831 22.0029 26.5410
C3 -21.9684 29.5027 28.8192
C4 -21.2493 28.2636 29.2221
O3 -21.0240 28.0002 30.4245
O4 -20.8796 27.4364 28.3813
H4 -22.6660 29.8658 29.5739
H5 -22.4241 29.4303 27.8316
H6 -21.2234 30.2967 28.8711
C5 -25.2210 26.5546 30.3698
C6 -23.8276 25.9700 30.4208
O5 -23.2081 25.7472 31.5067
O6 -23.2855 25.7558 29.3440
H7 -25.8788 26.1293 31.1278
H8 -25.6384 26.3843 29.3774
H9 -25.1538 27.6073 30.6446
O7 -24.7364 27.1261 26.3242
H10 -24.8063 27.6591 25.5322
H11 -25.6350 26.8542 26.5106
O8 -22.7110 25.7088 24.0882
H12 -21.9282 26.0504 23.6558
H13 -23.0492 25.0474 23.4846
O9 -19.9972 26.1841 25.9145
H14 -19.3527 25.8163 25.3098
H15 -19.8055 27.1218 25.9282
O10 -24.3388 24.2751 26.5904
H16 -24.4686 23.4116 26.9824
H17 -25.1535 24.4497 26.1193
O11 -22.1499 28.1840 25.5858
H18 -22.7821 28.8891 25.4465
H19 -21.2959 28.6124 25.5282